{
  "formula": "C70H188N16O19",
  "method": "wB97M-V/def2-TZVPD",
  "elements": ["O", "O", "O", "O", "O", "O", "O", "O", "O", "O", "O", "O", "O", "O", "O", "O", "O", "O", "O", "N", "N", "N", "N", "N", "N", "N", "N", "N", "N", "N", "N", "N", "N", "N", "N", "C", "C", "C", "C", "C", "C", "C", "C", "C", "C", "C", "C", "C", "C", "C", "C", "C", "C", "C", "C", "C", "C", "C", "C", "C", "C", "C", "C", "C", "C", "C", "C", "C", "C", "C", "C", "C", "C", "C", "C", "C", "C", "C", "C", "C", "C", "C", "C", "C", "C", "C", "C", "C", "C", "C", "C", "C", "C", "C", "C", "C", "C", "C", "C", "C", "C", "C", "C", "C", "C", "H", "H", "H", "H", "H", "H", "H", "H", "H", "H", "H", "H", "H", "H", "H", "H", "H", "H", "H", "H", "H", "H", "H", "H", "H", "H", "H", "H", "H", "H", "H", "H", "H", "H", "H", "H", "H", "H", "H", "H", "H", "H", "H", "H", "H", "H", "H", "H", "H", "H", "H", "H", "H", "H", "H", "H", "H", "H", "H", "H", "H", "H", "H", "H", "H", "H", "H", "H", "H", "H", "H", "H", "H", "H", "H", "H", "H", "H", "H", "H", "H", "H", "H", "H", "H", "H", "H", "H", "H", "H", "H", "H", "H", "H", "H", "H", "H", "H", "H", "H", "H", "H", "H", "H", "H", "H", "H", "H", "H", "H", "H", "H", "H", "H", "H", "H", "H", "H", "H", "H", "H", "H", "H", "H", "H", "H", "H", "H", "H", "H", "H", "H", "H", "H", "H", "H", "H", "H", "H", "H", "H", "H", "H", "H", "H", "H", "H", "H", "H", "H", "H", "H", "H", "H", "H", "H", "H", "H", "H", "H", "H", "H", "H", "H", "H", "H", "H", "H", "H", "H", "H", "H", "H", "H", "H", "H", "H", "H", "H", "H", "H", "H", "H", "H", "H", "H", "H", "H"],
  "coordinates": [[16.1439, 19.0481, 11.5351], [16.3043, 12.6602, 12.7382], [12.9557, 24.9589, 21.9467], [12.7081, 10.9802, 14.0753], [12.0048, 25.6052, 11.9565], [12.4806, 16.4227, 10.8103], [21.1076, 20.8079, 19.7382], [17.3001, 24.0249, 12.5959], [13.8177, 16.0654, 18.5118], [18.1949, 26.4372, 22.1775], [19.3741, 16.4955, 17.3272], [9.9283, 21.1043, 17.5777], [13.2491, 20.0922, 14.6227], [16.5331, 22.7173, 20.1325], [16.4126, 25.5566, 15.7541], [9.8778, 25.1238, 15.2193], [23.1879, 23.7130, 16.7749], [17.5899, 17.2623, 22.5734], [13.4292, 19.1489, 21.5958], [18.6019, 22.3313, 22.1024], [11.4947, 18.2687, 16.7369], [10.4912, 23.2631, 20.5075], [12.7913, 25.8559, 15.0639], [17.2290, 23.7097, 24.5514], [18.2265, 16.3895, 10.2176], [11.5154, 23.2184, 13.3028], [16.5373, 17.1681, 16.7362], [10.2766, 16.1713, 13.8228], [15.2695, 22.6582, 16.5007], [14.0378, 13.2615, 13.7390], [18.0253, 19.9616, 24.9762], [12.2037, 26.6747, 19.8857], [19.8746, 23.1498, 18.0324], [10.1104, 18.0998, 22.9132], [18.1129, 23.0745, 15.1724], [16.2775, 22.0628, 18.8255], [11.0777, 15.6888, 12.6732], [19.8748, 22.0774, 21.3845], [21.3019, 19.5486, 19.1797], [14.5294, 18.5839, 20.9686], [15.5182, 23.0004, 17.8667], [14.5644, 21.3836, 16.3054], [17.0501, 24.8580, 23.6999], [11.5699, 16.8585, 11.8047], [13.7335, 15.9423, 11.3050], [19.4592, 21.3749, 14.1581], [12.4515, 18.2297, 22.2065], [17.9767, 25.9126, 20.9212], [12.2025, 17.6933, 17.8917], [13.6139, 26.1671, 21.8165], [17.5166, 18.7268, 24.4585], [12.9321, 24.5768, 23.3087], [16.0039, 18.7744, 24.2736], [11.9009, 24.4696, 11.1520], [14.3680, 27.7041, 19.9021], [13.8484, 21.3985, 14.9520], [21.0270, 23.9313, 17.6271], [17.8379, 17.2522, 21.1831], [10.9476, 22.5805, 19.2680], [12.0210, 21.9367, 11.3388], [17.6343, 17.2944, 11.2229], [21.4449, 24.9141, 18.7249], [18.3679, 25.5166, 23.2124], [24.2381, 22.8393, 16.3149], [11.2162, 17.1759, 18.9281], [11.2605, 20.2795, 22.9849], [14.2149, 19.0469, 14.4506], [18.7714, 22.7088, 13.9558], [16.6603, 18.2249, 10.5592], [12.0065, 9.8260, 13.5641], [11.1340, 18.9395, 22.2708], [8.5477, 25.6085, 15.4044], [15.0477, 19.7793, 11.0095], [12.1275, 25.0889, 16.1285], [16.1333, 14.0487, 13.0178], [9.6854, 21.9696, 18.6402], [16.0178, 24.0806, 12.0038], [14.4531, 14.8221, 18.5977], [11.5674, 26.8379, 11.4360], [13.0686, 16.4202, 17.4070], [12.2238, 23.2795, 12.0396], [16.9548, 12.4175, 11.4939], [22.0996, 22.9528, 17.2248], [17.7210, 17.8844, 16.2931], [15.1644, 14.0083, 14.2073], [18.1921, 18.4143, 23.1404], [15.4267, 22.6251, 21.0179], [18.6691, 18.1010, 12.0575], [10.5098, 21.8452, 16.4790], [17.3695, 26.1509, 16.5827], [15.1357, 26.1562, 15.9115], [19.8257, 20.8708, 20.4665], [18.9778, 17.0475, 16.0995], [10.1668, 14.7223, 11.8620], [14.2388, 25.5263, 14.9106], [12.8974, 13.1732, 14.6531], [13.6136, 26.4302, 20.3289], [17.5925, 22.7024, 12.8923], [18.1155, 19.0305, 17.2361], [20.9969, 22.0357, 22.3167], [10.6691, 25.5386, 16.3617], [20.5568, 15.6337, 17.0657], [12.0393, 21.5339, 19.4668], [11.9653, 12.1551, 14.0153], [16.2384, 25.9279, 24.3698], [12.8225, 18.4387, 18.3841], [15.3043, 19.3468, 20.6899], [17.1289, 18.8226, 9.7490], [9.1696, 21.4073, 19.4354], [17.1398, 16.4386, 20.8286], [22.3067, 22.3283, 18.0927], [18.3606, 21.4460, 22.5735], [10.9049, 18.9966, 21.2122], [13.7421, 14.0227, 18.4126], [17.6111, 17.8604, 25.1235], [14.3489, 19.1231, 10.4402], [10.2517, 25.1742, 17.2955], [17.5488, 27.1987, 16.2096], [11.4403, 22.3691, 16.7327], [12.6632, 25.2809, 17.0556], [17.9314, 23.1254, 24.1225], [10.7210, 14.5221, 10.9045], [17.4676, 23.8729, 14.9682], [20.4193, 14.9867, 16.1751], [18.0134, 12.7192, 11.4204], [17.5771, 23.9710, 25.4839], [12.3031, 25.8469, 14.1673], [18.3963, 18.6165, 18.2051], [19.9434, 21.4340, 15.1253], [17.2351, 21.8511, 18.3713], [21.8819, 24.3120, 19.5214], [20.6787, 24.5595, 16.7757], [8.5614, 26.7072, 15.5941], [11.5220, 9.3536, 14.4322], [16.9130, 11.3912, 11.2684], [18.8495, 26.0504, 24.0407], [14.7375, 18.8258, 15.3684], [11.7605, 27.6550, 12.0719], [19.2954, 18.3698, 23.2158], [12.4575, 14.1768, 14.7080], [13.2945, 23.4639, 12.2131], [15.3115, 20.6729, 10.3501], [15.5275, 19.1031, 25.2089], [16.4300, 13.0438, 10.7593], [17.8134, 22.3032, 11.8995], [13.6990, 18.0861, 14.1133], [12.4266, 21.2053, 12.0334], [11.2387, 20.1438, 24.0585], [21.7674, 19.7317, 18.1956], [16.0714, 26.7597, 23.6930], [11.1370, 23.9381, 20.8140], [10.6568, 21.1199, 15.6537], [21.4746, 16.1538, 16.8180], [18.8017, 23.2805, 15.8981], [14.3859, 12.3756, 13.4941], [13.7444, 16.6808, 16.5869], [11.8194, 27.5232, 20.3763], [17.2268, 19.6626, 17.4030], [10.7739, 22.5411, 13.2807], [12.7842, 9.1442, 13.2312], [11.7585, 16.5662, 19.6672], [18.9915, 24.7332, 22.8597], [14.6503, 23.3522, 20.7309], [15.2145, 23.8165, 12.6866], [15.6798, 19.4659, 23.4906], [18.7720, 20.4839, 14.1616], [12.1514, 20.8277, 22.6656], [24.8974, 23.4406, 15.6404], [10.4423, 20.9549, 22.8262], [20.1425, 22.9342, 20.7364], [10.7348, 16.7253, 14.5351], [18.9642, 19.5971, 16.7499], [18.0537, 26.8023, 20.2832], [18.0759, 19.2698, 22.4491], [15.0124, 21.6177, 20.8815], [10.3435, 16.6518, 18.4907], [17.0243, 25.3025, 20.9019], [12.5882, 22.0187, 10.3978], [17.0416, 26.1503, 17.6038], [18.4019, 15.4343, 10.4470], [15.3184, 25.6689, 24.8146], [15.2578, 20.4892, 16.4312], [20.6611, 15.0237, 17.9393], [19.8107, 17.6312, 15.6204], [15.4394, 27.7444, 20.0751], [17.6400, 18.2054, 20.6565], [13.1009, 26.9536, 22.4362], [14.7420, 25.9690, 16.9623], [11.2315, 23.3909, 18.6366], [16.8120, 16.6822, 17.6121], [12.0195, 24.0980, 23.4567], [9.8359, 22.6950, 16.2140], [10.0872, 17.2423, 22.3891], [19.2594, 18.7303, 11.4063], [15.9745, 23.3730, 11.1871], [12.1698, 27.0574, 10.4734], [14.2966, 15.8421, 10.3620], [12.3984, 17.3117, 21.6436], [21.8634, 21.8061, 21.6971], [10.7874, 17.4329, 11.3053], [19.4741, 23.5040, 13.6263], [18.8682, 17.0334, 20.9179], [15.3019, 14.7439, 17.9948], [12.3307, 15.6155, 17.0342], [16.1395, 22.7186, 16.0304], [21.9924, 18.9674, 19.7730], [11.8099, 20.8105, 20.2897], [14.8419, 14.9688, 14.6014], [20.6057, 25.6288, 18.9335], [17.3600, 20.5582, 25.4455], [15.8193, 13.5305, 14.9625], [12.1618, 18.8826, 16.2885], [22.2984, 25.5121, 18.3476], [12.6940, 24.5503, 10.3213], [23.7800, 22.0438, 15.6711], [15.9604, 23.9988, 17.8939], [10.6063, 26.5980, 16.5345], [18.1128, 18.6795, 12.8543], [20.1488, 21.1050, 13.3474], [12.0547, 24.0120, 15.8677], [18.7609, 25.1828, 20.7739], [14.8368, 14.7301, 19.6256], [15.8236, 22.7265, 22.0281], [18.8667, 19.8941, 25.5224], [20.7675, 21.2923, 23.1291], [10.0071, 13.7580, 12.3149], [14.7019, 26.0469, 22.1940], [16.7430, 22.1544, 13.3248], [11.6979, 25.9200, 20.3559], [7.9306, 25.2866, 14.5447], [8.9662, 22.7813, 18.3575], [15.5700, 17.8105, 23.9890], [11.1125, 24.1345, 13.4720], [13.6251, 14.9705, 11.8363], [12.8333, 17.9566, 23.1625], [10.4634, 26.7842, 11.1615], [15.7769, 21.1084, 19.0601], [17.5123, 18.2978, 15.2418], [17.8748, 22.6382, 21.4826], [15.6889, 14.4888, 12.1207], [10.3257, 22.6121, 21.2809], [16.7981, 26.2958, 25.2425], [14.5757, 21.6112, 14.1359], [21.1540, 22.9504, 22.9226], [19.8284, 20.0229, 21.1741], [18.9530, 20.8035, 19.7647], [17.1514, 14.5292, 13.1947], [14.1238, 16.6736, 12.0070], [10.8291, 18.9312, 17.1292], [13.6830, 23.8423, 23.5987], [10.3317, 17.8544, 23.8659], [14.5170, 25.8463, 13.8798], [14.0473, 25.5119, 19.8877], [16.9891, 16.7641, 11.9073], [15.1109, 17.9368, 21.6238], [10.9394, 24.3297, 10.6781], [12.2873, 21.0006, 18.5466], [11.9598, 15.0951, 13.0146], [15.8079, 25.0813, 11.6127], [20.3403, 19.0644, 19.1092], [13.0295, 22.0911, 14.9318], [13.9876, 28.6252, 20.3771], [19.0930, 23.6603, 18.4631], [19.2822, 17.3078, 12.4891], [13.1374, 12.7771, 15.6939], [10.9679, 21.7740, 10.9999], [11.2534, 10.1410, 12.8082], [24.7765, 22.3648, 17.1180], [14.9968, 19.2651, 13.7072], [18.3125, 25.5636, 16.5753], [10.9964, 12.0337, 14.6041], [18.9020, 16.2017, 15.3531], [16.2364, 16.4207, 16.0897], [20.1502, 22.2471, 18.4073], [19.0954, 16.7241, 9.8431], [21.7169, 22.2081, 16.5051], [14.5320, 20.1739, 11.8496], [8.1066, 25.1682, 16.2613], [9.2274, 15.2008, 11.5609], [13.7583, 21.4356, 17.0557], [15.0487, 27.2877, 15.7162], [16.5365, 24.5335, 22.7540], [14.1424, 27.9408, 18.8268], [12.9177, 22.0791, 19.8609], [14.5733, 23.2163, 18.4156], [12.1034, 17.5429, 12.4891], [10.6940, 18.0339, 19.3861], [14.2238, 18.0865, 20.0234], [15.9219, 17.6803, 9.9738], [9.5371, 15.6035, 14.2032], [11.7097, 12.3742, 12.9843], [12.9674, 25.4253, 23.9903], [14.3833, 24.4293, 14.8728]],
  "forces_ev_per_angstrom": [[-1.3, 0.8, -0.2], [1.3, -0.2, -0.3], [-0.3, -0.7, 1.0], [-0.1, -1.5, -0.7], [-0.2, 0.8, 1.1], [-0.2, 0.0, 0.0], [-1.7, 1.1, 0.9], [-1.2, 1.3, 0.5], [0.4, 0.1, 1.3], [-0.3, 1.5, 1.4], [2.2, -1.3, -0.7], [0.7, 0.4, -1.0], [0.7, 0.3, 0.2], [0.0, -0.3, -1.8], [-0.4, 0.3, 0.0], [-0.1, 0.8, 1.0], [1.0, -1.3, -0.4], [0.9, 1.0, -0.3], [-1.3, 0.2, 0.7], [1.3, -0.9, 0.3], [0.3, 0.1, 0.6], [-0.9, -1.4, -0.5], [0.7, 0.3, 0.6], [0.2, -0.1, 0.7], [-0.4, 0.7, -0.1], [0.1, 1.1, 0.0], [0.2, -0.8, 0.9], [0.5, 0.7, -0.6], [-0.8, -0.6, 0.6], [-0.8, 1.1, 1.1], [0.3, 0.8, -0.1], [-0.2, -0.5, 0.9], [-0.6, -0.3, -0.6], [0.0, 0.4, -0.7], [-0.9, 0.9, 0.5], [0.3, 0.6, 0.7], [-1.6, -1.0, 0.7], [-1.6, 2.1, -1.4], [0.5, 0.3, -0.8], [0.9, -0.2, -1.1], [-1.4, 0.9, 1.9], [0.3, 0.4, 0.2], [-0.3, 0.6, -1.2], [0.8, -0.2, 0.8], [-1.2, -0.4, -0.7], [-0.5, -1.1, -0.8], [2.1, 1.0, -0.7], [-0.6, -0.8, 0.3], [-0.1, -2.1, -0.9], [2.3, 0.7, 0.2], [-1.0, -0.9, -0.1], [0.4, -0.1, 0.0], [-0.7, 0.5, -0.1], [1.1, -0.1, -1.1], [-0.4, 0.7, -0.9], [1.0, -2.0, -0.6], [-1.6, 1.0, 0.0], [-1.2, -1.3, -0.6], [-1.3, -0.4, 1.1], [0.3, 1.2, -1.1], [0.7, 0.2, -0.3], [0.9, 0.4, -1.1], [-0.6, -0.1, 0.6], [-0.9, 0.7, -1.7], [-0.9, 0.5, 0.0], [0.2, 0.2, -0.4], [-0.6, -0.8, -0.6], [-1.3, -0.1, -1.8], [1.2, 0.1, -1.8], [0.2, 0.9, 1.1], [0.0, -0.2, 0.5], [0.5, 0.4, -1.0], [-0.1, 0.5, -0.9], [-1.0, 0.3, -0.7], [0.7, 0.0, -0.2], [-0.8, 0.4, 1.1], [0.1, 0.5, -0.2], [-1.2, 0.2, 1.4], [-0.4, -1.2, -3.4], [-1.6, 1.0, -0.5], [0.2, -0.4, -0.3], [-0.3, 2.1, 0.2], [-0.5, 0.4, 0.2], [0.6, 0.6, -2.1], [1.4, 0.3, -0.4], [0.1, 0.5, -0.3], [-0.1, -0.6, -1.0], [-1.4, -1.0, 0.5], [-0.8, -0.1, 0.0], [1.0, 0.7, -0.8], [-0.8, 0.9, 0.9], [1.3, -0.6, 0.4], [0.6, -0.8, -1.4], [1.5, 0.8, -1.5], [-1.8, -1.0, -2.2], [0.2, -0.2, -0.1], [-0.4, 2.2, -0.1], [1.8, -0.6, 0.2], [-0.5, 0.3, -0.7], [0.8, -0.8, 2.2], [0.7, -0.5, -0.9], [-1.6, 0.3, -0.3], [0.4, 0.5, 1.1], [-1.1, 0.1, 1.5], [0.9, 0.9, 0.5], [0.6, -0.1, 0.0], [-1.0, 0.0, 0.2], [0.4, 0.1, 0.4], [0.1, -0.1, -0.3], [0.9, 0.9, -0.2], [0.6, 0.1, 0.5], [-0.3, 0.6, -0.2], [-0.7, 0.7, -0.1], [0.0, -0.4, -0.2], [0.7, 0.0, 0.2], [0.4, 0.3, 0.3], [-0.1, -0.9, 0.2], [0.1, -0.8, 0.6], [0.1, -0.7, 0.1], [0.1, -0.3, 0.1], [0.2, -0.4, -0.1], [-0.5, 0.0, 0.7], [1.0, -0.5, 0.6], [-0.5, 0.2, 0.5], [-0.1, 0.1, 0.6], [-0.2, 0.0, -0.6], [0.3, -0.3, 0.5], [0.2, 0.1, 0.0], [0.4, -0.3, 0.1], [0.6, -0.1, 0.1], [-0.6, 0.3, 0.7], [0.6, -0.4, 0.0], [-0.2, -0.6, -0.6], [-0.3, 0.0, -0.4], [-0.3, -1.3, -0.2], [0.0, -0.1, -0.1], [0.1, -0.2, 0.5], [0.2, 0.6, 1.2], [-0.2, -0.6, 0.3], [-0.1, -0.3, 0.3], [0.0, -0.6, 0.4], [0.2, -1.2, 0.6], [0.1, -0.1, -0.2], [0.0, -0.5, -0.4], [0.5, -1.0, 0.2], [0.4, 1.4, 0.4], [-0.3, -0.5, -0.4], [0.5, -0.2, 0.4], [-0.3, -0.5, 0.1], [0.1, 0.2, 0.0], [1.1, 0.8, 0.5], [0.0, 0.6, 0.4], [0.1, 0.8, 0.4], [-0.5, 0.2, 0.1], [0.0, -1.4, -0.3], [-0.1, 0.1, -0.3], [0.9, -0.9, -0.7], [0.5, 0.0, -0.2], [-0.3, -0.2, -0.1], [-0.2, 0.0, -0.5], [-0.5, 0.2, -0.2], [0.9, -0.9, -0.2], [0.2, 0.0, 0.6], [0.0, -0.1, 0.4], [0.2, 0.2, 0.0], [0.1, 1.0, 0.3], [0.0, -0.3, 0.2], [-0.4, -0.5, 0.8], [-0.8, 0.1, -0.5], [-0.8, 0.0, 0.0], [0.1, -0.1, 0.0], [-1.0, -0.4, 0.8], [-0.4, -0.8, -0.5], [-0.5, -0.1, 0.2], [-0.3, 0.1, 0.5], [0.8, -0.3, -0.1], [0.6, 1.0, -0.6], [0.1, -0.6, 0.3], [-0.4, 0.3, 0.8], [-0.3, -0.4, 0.7], [-1.3, -0.9, 0.1], [-1.1, 0.8, 0.0], [0.3, -0.3, 0.4], [-0.5, 0.2, 0.6], [0.2, -0.4, 0.0], [-0.5, -0.2, 0.5], [0.5, -0.3, -0.6], [0.5, 0.2, -0.9], [0.8, 0.5, -0.6], [-0.5, 0.3, -0.6], [-1.8, -0.9, 0.4], [0.1, -0.7, -0.2], [-0.3, -0.5, -0.1], [0.2, 0.3, 0.0], [-0.1, -0.3, -0.6], [-1.0, -0.2, 1.1], [0.4, -0.1, 0.8], [-0.2, -0.3, -0.5], [0.4, -0.2, 0.7], [-0.2, -0.3, 0.1], [0.0, -0.5, 0.0], [0.4, -0.4, 0.2], [1.3, -0.2, -1.5], [1.0, 0.9, 0.7], [0.9, -0.3, -0.9], [0.2, -0.4, 0.3], [-0.2, 0.4, -0.9], [0.1, 0.4, -0.2], [0.8, -0.9, 0.4], [-0.1, -0.2, 0.0], [-0.7, -0.1, 0.4], [0.1, 0.1, -0.6], [-0.5, -0.1, 0.1], [-1.0, -0.3, 0.8], [0.4, 0.4, 0.5], [0.6, -0.2, -0.1], [0.1, 0.9, -0.5], [0.9, -0.5, -0.9], [0.2, 0.4, 0.3], [0.5, 0.4, 0.3], [0.5, -0.3, -0.9], [-0.3, 0.0, -0.2], [-0.4, 0.2, 0.0], [0.1, -0.2, 0.1], [0.6, 0.0, -0.8], [-0.2, -0.2, 0.5], [-1.5, 0.3, -0.5], [0.0, 0.1, 0.1], [-0.3, 0.1, -0.5], [0.4, 0.6, 0.2], [0.6, -0.4, 0.0], [0.3, 0.1, 0.2], [-0.2, -0.1, 0.5], [0.2, 0.5, -0.5], [0.3, -0.1, 1.2], [1.2, 0.2, 0.3], [-0.1, 0.3, -0.4], [0.1, -0.3, 1.4], [-0.3, -0.3, -0.4], [0.0, 0.3, 0.1], [0.1, 0.2, -0.5], [0.2, 0.2, -0.2], [-0.3, 0.2, 0.4], [-0.2, -0.1, -0.8], [-0.3, -0.3, -0.5], [0.7, 0.3, 0.6], [-1.2, -0.4, 0.1], [0.6, 0.2, 0.0], [-0.3, 0.0, -0.1], [0.6, 0.2, -0.3], [0.3, 0.1, 0.2], [0.0, 0.1, 0.7], [-0.4, 0.5, -0.3], [0.1, -0.8, 0.4], [-0.2, -0.6, 0.1], [-0.7, 0.4, -0.1], [0.0, 0.0, 0.2], [-0.4, 0.5, -0.3], [0.3, -0.1, 0.1], [-0.1, -0.6, -0.4], [-0.2, 0.4, -0.1], [-0.2, -0.5, 0.4], [0.8, -0.7, 0.0], [0.4, 0.4, 0.4], [-0.1, 0.6, -1.0], [0.7, 0.0, 0.8], [0.6, -0.5, 0.2], [0.3, 0.0, 0.5], [-0.3, 0.2, 0.0], [-0.5, 0.3, -0.4], [0.9, 0.3, -0.5], [-0.7, 0.6, 0.5], [0.5, 0.6, 0.3], [-0.5, 0.4, 0.5], [0.2, 0.5, -0.1], [0.1, 0.5, -0.4], [-0.6, 0.4, 0.7], [-0.4, -0.6, 1.1], [0.1, -0.1, 0.4], [0.4, -0.7, 0.0], [0.8, -1.3, 0.5], [0.2, 0.1, 0.9], [0.5, -0.6, 0.8], [-0.1, -0.4, -0.4], [-0.1, -0.3, -0.6], [-0.2, 0.1, -0.1], [0.5, -0.2, 0.3], [0.4, -0.1, 0.6], [-0.6, -0.4, 0.4], [0.3, -0.3, -0.3], [0.0, 0.4, -0.3], [0.1, 0.2, -0.1], [0.1, 0.3, 0.4]],
  "lowdin_charge": [-0.197, -0.210, -0.217, -0.218, -0.231, -0.205, -0.238, -0.176, -0.229, -0.187, -0.190, -0.196, -0.224, -0.253, -0.224, -0.218, -0.172, -0.180, -0.211, 0.088, 0.077, 0.074, -0.026, 0.050, 0.061, 0.089, 0.066, 0.045, -0.028, -0.053, 0.055, 0.043, 0.053, 0.055, 0.045, -0.147, -0.410, -0.464, -0.107, -0.126, -0.209, -0.162, -0.459, -0.193, -0.100, -0.057, -0.160, -0.114, -0.391, -0.247, -0.447, -0.082, -0.057, -0.214, -0.065, -0.167, -0.444, -0.122, -0.402, -0.048, -0.412, -0.047, -0.198, -0.085, -0.061, -0.048, -0.114, -0.410, -0.276, -0.068, -0.437, -0.105, -0.097, -0.190, -0.216, -0.230, -0.108, -0.092, -0.094, -0.192, -0.442, -0.085, -0.238, -0.437, -0.207, -0.224, -0.090, -0.042, -0.073, -0.111, -0.231, -0.153, -0.270, -0.055, -0.215, -0.185, -0.409, -0.206, -0.048, -0.071, -0.202, -0.059, -0.017, -0.261, -0.074, 0.113, 0.082, 0.137, 0.129, 0.107, 0.116, 0.067, 0.103, 0.088, 0.139, 0.104, 0.103, 0.111, 0.054, 0.100, 0.026, 0.090, 0.075, 0.086, 0.085, 0.083, 0.073, 0.050, 0.045, 0.087, 0.077, 0.132, 0.098, 0.086, 0.070, 0.134, 0.042, 0.064, 0.131, 0.093, 0.106, 0.110, 0.085, 0.090, 0.126, 0.095, 0.063, 0.078, 0.096, 0.075, 0.009, 0.100, 0.079, 0.045, 0.084, 0.088, 0.098, 0.058, 0.076, 0.083, 0.073, 0.082, 0.072, 0.050, 0.076, 0.070, 0.072, 0.099, 0.057, 0.119, 0.039, 0.096, 0.100, 0.093, 0.071, 0.091, 0.089, 0.080, 0.062, 0.046, 0.048, 0.120, 0.075, 0.130, 0.057, 0.074, 0.147, 0.120, 0.101, 0.084, 0.062, 0.093, 0.061, 0.075, 0.077, 0.111, 0.100, 0.105, 0.083, 0.131, 0.144, 0.081, 0.048, 0.142, 0.052, 0.088, 0.071, 0.104, 0.084, 0.072, 0.123, 0.039, 0.079, 0.152, 0.091, 0.104, 0.109, 0.070, 0.079, 0.082, 0.066, 0.095, 0.075, 0.077, 0.094, 0.046, 0.130, 0.113, 0.042, 0.097, 0.129, 0.077, 0.050, 0.068, 0.113, 0.109, 0.109, 0.142, 0.028, 0.081, 0.061, 0.089, 0.111, 0.090, 0.112, 0.129, 0.134, 0.077, 0.053, 0.094, 0.068, 0.121, 0.129, 0.115, 0.065, 0.122, 0.058, 0.093, 0.100, 0.057, 0.069, 0.077, 0.085, 0.069, 0.136, 0.098, 0.097, 0.076, 0.068, 0.078, 0.144, 0.119, 0.071, 0.045, 0.064, 0.116, 0.039, 0.061, 0.080, 0.103, 0.151, 0.105, 0.084, 0.064, 0.107, 0.106, 0.068, 0.082, 0.108, 0.061, 0.104, 0.088, 0.097],
  "total_charge": 0,
  "homo_ev": -8.00,
  "homo_lumo_gap_ev": 8.4123,
  "de_lowest_kj_mol": 172.57
}